ORCA calculation (ωB97M-V/def2-TZVPD) on an isolated molecule of C5H7F2N in a non-equilibrium geometry.

Properties
- Gap between HOMO and LUMO (spin up / spin down): 6.88 / 9.80 eV
- LUMO (spin up / spin down): 0.0376 / -0.0245 hartree

```
! RIJCOSX wB97M-V def2-TZVPD def2/J DEFGRID3
* xyz 0 3
C 1.1690 -0.7649 -0.0998
C -1.9631 -0.5479 0.7329
C 1.7996 0.5955 0.2625
C -0.0149 0.0464 -0.5702
C -1.5247 -0.1875 -0.6071
N 0.5778 1.2047 -0.2061
F -1.8240 -1.1225 -1.5673
F -2.0848 0.9880 -1.0477
H 1.6648 -1.3165 -0.8983
H 0.9995 -1.4334 0.7381
H -1.6617 -1.5090 1.0977
H -2.0865 0.2566 1.4301
H 1.9926 0.7540 1.3274
H 2.6856 0.8772 -0.3119
H 0.2708 2.1592 -0.2805
*
```


ORCA calculation (ωB97M-V/def2-TZVPD) on a cluster of 5 separate species, C4H16O4 in total in a non-equilibrium geometry.

Properties
- Gap between HOMO and LUMO (spin up / spin down): 9.85 / 6.44 eV
- LUMO (spin up / spin down): -0.1695 / -0.2946 hartree

```
! RIJCOSX wB97M-V def2-TZVPD def2/J DEFGRID3
* xyz 1 2
C 0.9200 0.7112 -2.9531
C 0.1781 0.6703 -1.6872
C -0.2434 -0.4985 -1.0557
C -1.3635 -0.4987 -0.1274
H 1.5822 1.5690 -3.0603
H 1.3614 -0.2418 -3.2380
H 0.1288 0.9426 -3.6955
H -0.0258 1.6810 -1.3514
H 0.1571 -1.4479 -1.3954
H -2.0018 0.3764 -0.2036
H -1.9650 -1.4029 -0.1100
H -0.8706 -0.4800 0.8782
H -2.0795 2.7983 0.8995
H -1.0014 2.2453 0.0007
O -1.6123 2.9888 0.0753
H 2.9727 -0.7685 0.6674
H 2.5399 0.0332 -0.5502
O 2.3778 -0.8001 -0.0927
H 1.0152 -2.0214 2.9618
H 0.8143 -2.1206 1.4785
O 0.4074 -2.3975 2.3099
H -0.7165 -1.1470 3.3714
H -1.7567 -0.0090 3.5125
O -0.8183 -0.1821 3.3651
*
```


ORCA calculation (ωB97M-V/def2-TZVPD) on a structure of composition C10H7N4 in a non-equilibrium geometry.

Properties
- Gap between HOMO and LUMO (spin up / spin down): 6.00 / 5.19 eV
- LUMO (spin up / spin down): -0.2450 / -0.2754 hartree

```
! RIJCOSX wB97M-V def2-TZVPD def2/J DEFGRID3
* xyz 1 1
C 3.3818 -0.9937 -0.0289
C 2.1510 -1.7520 -0.1096
C 3.3689 0.4265 0.0152
C 0.9329 -1.0567 0.0623
C 2.1074 1.0298 0.0636
C 0.8911 0.2886 -0.0409
C -4.2552 0.1441 -0.1847
C -3.6672 -1.1515 0.1905
C 0.3788 2.3605 0.0465
C -2.3667 0.2226 -0.0008
N 1.6636 2.3317 0.1986
N -3.2765 1.0469 -0.3495
N -2.3049 -1.0009 0.3302
N -0.1516 1.1601 -0.0370
H 4.3257 -1.3896 -0.0561
H 2.0669 -2.7989 -0.0784
H 4.1741 1.1384 -0.1347
H -0.0113 -1.5500 0.1967
H -5.3787 0.3883 -0.3743
H -3.8789 -2.1762 0.2435
H -0.1513 3.3320 0.0478
*
```


ORCA calculation (ωB97M-V/def2-TZVPD) on a cluster of 2 separate species, C4H14N2O2 in total in a non-equilibrium geometry.

Properties
- Gap between HOMO and LUMO: 9.31 eV
- LUMO: 0.0235 hartree
- SMILES string: NCCNCCO.O

```
! RIJCOSX wB97M-V def2-TZVPD def2/J DEFGRID3
* xyz 0 1
N 2.2934 -1.6038 1.4734
C 1.6992 -0.8598 0.3455
C 2.0560 0.6260 0.3322
N 1.1405 1.5576 -0.3459
C -0.2469 1.2429 -0.5253
C -0.7215 1.0009 -1.9513
O -0.7477 2.1859 -2.7506
H 3.2396 -1.8491 1.1964
H 2.4456 -0.9015 2.1855
H 1.8010 -1.3864 -0.6185
H 0.6199 -1.0148 0.3512
H 3.0281 0.7551 -0.1406
H 2.0934 0.9603 1.3828
H 1.5750 1.9813 -1.1415
H -0.8848 2.1304 -0.3086
H -0.5842 0.5038 0.1955
H -0.2228 0.1731 -2.4584
H -1.7673 0.6710 -1.9105
H 0.1711 2.4468 -2.8233
O -4.7033 -3.4095 2.9525
H -4.6247 -2.5494 2.5595
H -3.8636 -3.8345 2.9865
*
```


ORCA calculation (ωB97M-V/def2-TZVPD) on the ion C23H34ClF9N3O2 with charge +1 in a non-equilibrium geometry.

Properties
- Gap between HOMO and LUMO: 8.59 eV
- LUMO: -0.1714 hartree
- SMILES string: CCCCCCC[C@@]1(F)C=[NH+][C@](Cl)(CCOCC(F)(F)C(F)(F)C(F)(F)C(F)F)[C@]1(NCCCC)OC#N

```
! RIJCOSX wB97M-V def2-TZVPD def2/J DEFGRID3
* xyz 1 1
C -0.7196 -4.6305 1.1887
C 0.5425 -5.4836 1.0400
C 1.8270 -4.7237 1.3887
C 1.9748 -3.3876 0.6663
C 1.9744 -3.5141 -0.8614
C 2.5270 -2.2853 -1.6220
C 1.4812 -1.3794 -2.2943
C 0.4651 -0.7246 -1.3713
F -0.3923 -1.6196 -0.7900
C 1.2499 -0.1455 -0.1870
N 1.4010 1.1217 -0.2300
C 0.7483 1.7247 -1.4060
Cl 2.0982 1.9666 -2.6036
C 0.2026 3.1294 -1.0993
C -0.3054 3.2856 0.3290
O 0.8110 3.3520 1.2143
C 1.1787 4.6430 1.6720
C 0.7310 4.8503 3.1221
F -0.4991 5.4053 3.1541
F 1.6077 5.7061 3.7081
C 0.7276 3.5498 3.9636
F -0.3865 2.8428 3.6429
F 1.8273 2.8309 3.6874
C 0.6815 3.8038 5.5036
F -0.0512 4.8975 5.7785
F 1.9364 3.9859 5.9459
C 0.0538 2.6184 6.2754
F 0.5495 1.4496 5.8126
F 0.4141 2.7476 7.5710
C -0.2440 0.6120 -1.8380
N -0.7007 0.8250 -3.1354
C -1.1137 -0.3038 -3.9837
C -2.2141 -1.1909 -3.3809
C -3.6125 -0.7483 -3.8594
C -4.6992 -1.7693 -3.4982
O -1.3250 0.7124 -0.8158
C -2.3883 1.3531 -1.1966
N -3.2486 2.0489 -1.5140
H -0.8741 -3.9632 0.3388
H -1.5907 -5.2850 1.2318
H -0.7074 -4.0327 2.1020
H 0.6121 -5.8617 0.0186
H 0.4643 -6.3173 1.7373
H 2.7200 -5.3280 1.2113
H 1.8107 -4.5196 2.4642
H 2.8832 -2.8582 0.9742
H 1.1333 -2.7555 0.9759
H 0.9739 -3.7425 -1.2331
H 2.5965 -4.3733 -1.1229
H 3.1166 -2.6826 -2.4494
H 3.2383 -1.7235 -1.0088
H 0.9188 -2.0114 -2.9860
H 1.9874 -0.6348 -2.9047
H 1.6855 -0.6968 0.6390
H 1.9076 1.6479 0.4816
H -0.5361 3.3968 -1.8558
H 1.0314 3.8254 -1.2206
H -0.9218 4.1851 0.3898
H -0.9378 2.4676 0.6639
H 2.2674 4.7080 1.6596
H 0.7919 5.4458 1.0434
H -1.0356 2.6284 6.2315
H -0.1462 1.5033 -3.6363
H -0.2637 -0.9024 -4.3202
H -1.5205 0.1396 -4.8924
H -2.0658 -2.2154 -3.7247
H -2.2362 -1.1530 -2.2929
H -3.6171 -0.5609 -4.9333
H -3.8477 0.1875 -3.3475
H -5.5423 -1.6964 -4.1835
H -4.3011 -2.7849 -3.5272
H -5.1048 -1.5930 -2.5012
*
```


ORCA calculation (ωB97M-V/def2-TZVPD) on a cluster of 2 separate species, CCl2N2O4 in total in a non-equilibrium geometry.

Properties
- Gap between HOMO and LUMO (spin up / spin down): 7.71 / 8.40 eV
- LUMO (spin up / spin down): -0.0876 / -0.0498 hartree

```
! RIJCOSX wB97M-V def2-TZVPD def2/J DEFGRID3
* xyz 0 1
C -0.1872 0.0613 -0.9331
N 0.6052 0.9884 1.4284
N -0.4690 -1.2560 -0.5111
O 1.7560 1.1318 1.2915
O -0.2633 1.0868 2.1935
O -1.4490 -1.4103 0.1940
O 0.3240 -2.1179 -0.8459
Cl -1.4929 1.1744 -0.9273
Cl 1.1762 0.3415 -1.8899
*
```


ORCA calculation (ωB97M-V/def2-TZVPD) on an isolated molecule of C5H8O2 in a non-equilibrium geometry.

Properties
- Gap between HOMO and LUMO: 9.79 eV
- LUMO: 0.0342 hartree
- SMILES string: C1CO[C@@H]2C[C@@H]2O1

```
! RIJCOSX wB97M-V def2-TZVPD def2/J DEFGRID3
* xyz 0 1
C -0.3019 1.5266 0.0065
C 0.5592 0.8462 -0.9778
O 1.5012 -0.0733 -0.4325
C 0.8303 -1.0657 0.3389
C -0.5895 -1.5407 0.0705
C -0.2949 -0.6079 1.2148
O -0.6869 0.7535 1.1409
H 0.0069 2.4745 0.4320
H -0.8499 2.0586 -0.9854
H -0.0116 0.3069 -1.7344
H 0.6985 1.8270 -1.5550
H 1.5334 -1.8221 0.6958
H -1.1569 -1.1322 -0.7570
H -0.8384 -2.5741 0.3045
H -0.3994 -0.9774 2.2381
*
```


ORCA calculation (ωB97M-V/def2-TZVPD) on the ion C4H13N2 with charge +1 in a non-equilibrium geometry.

Properties
- Gap between HOMO and LUMO: 10.38 eV
- LUMO: -0.1187 hartree
- SMILES string: C[NH2+][C@@H](C)CN

```
! RIJCOSX wB97M-V def2-TZVPD def2/J DEFGRID3
* xyz 1 1
C 0.8302 2.2355 0.7946
N 0.4670 0.7631 0.9026
C -0.3662 0.0385 -0.1399
C 0.3312 -0.0129 -1.4621
C -0.6613 -1.3595 0.4488
N -1.0695 -2.2895 -0.5904
H 1.3132 2.4902 1.7357
H -0.0892 2.8271 0.7525
H 1.3562 2.3106 -0.1570
H 1.4117 0.4371 0.6771
H 0.0721 0.5683 1.8173
H -1.3262 0.5855 -0.1201
H 0.5663 0.9754 -1.8482
H -0.1432 -0.5189 -2.3035
H 1.2583 -0.6055 -1.3674
H 0.3936 -1.6648 0.6033
H -1.2588 -1.3626 1.3589
H -2.0300 -2.1959 -0.9049
H -1.0554 -3.2218 -0.1975
*
```


ORCA calculation (ωB97M-V/def2-TZVPD) on a cluster of 3 separate species, C21H45B2ClN2O5 in total in a non-equilibrium geometry.

Properties
- Gap between HOMO and LUMO (spin up / spin down): 8.83 / 9.61 eV
- LUMO (spin up / spin down): 0.0183 / 0.0106 hartree

```
! RIJCOSX wB97M-V def2-TZVPD def2/J DEFGRID3
* xyz 0 3
O -0.2078 -2.0210 6.5123
B -0.0253 -1.1624 5.4832
O 0.7921 -1.5601 4.4855
O -0.6147 0.0971 5.5462
B -1.6697 0.3876 4.7068
C -3.1762 0.3837 5.1563
C -3.8207 -0.9921 5.3352
C -3.7095 -1.8901 4.1015
Cl -2.8468 -3.4183 4.4429
H -0.6653 -1.5490 7.2254
H 0.6732 -1.0338 3.6810
H -1.3954 0.7317 3.5893
H -3.7603 0.9558 4.4453
H -3.2453 0.9108 6.1044
H -4.8755 -0.8326 5.5138
H -3.4562 -1.5135 6.2062
H -4.6913 -2.1995 3.7918
H -3.2286 -1.4084 3.2642
C 1.3834 1.9502 -1.0351
C 0.0500 2.4847 -0.4641
C -0.2588 3.8633 -1.0496
C 0.5963 4.9868 -0.4643
C 0.5388 4.9759 1.0627
C 0.9044 3.6197 1.6639
N 0.0988 2.5359 1.0286
O -1.0879 2.4985 1.5318
C 2.4127 3.3584 1.5024
C 0.6426 3.6328 3.1650
C -1.0206 1.4970 -0.9048
H 1.8282 1.2128 -0.3660
H 1.2125 1.4555 -1.9909
H 2.1176 2.7327 -1.2218
H -1.3131 4.0973 -0.8723
H -0.1289 3.8195 -2.1327
H 1.6307 4.9047 -0.8088
H 0.2320 5.9474 -0.8331
H 1.2075 5.7364 1.4706
H -0.4726 5.2486 1.3799
H 2.6651 2.3446 1.8154
H 2.9725 4.0497 2.1319
H 2.7793 3.5031 0.4900
H -0.3822 3.9112 3.4010
H 1.3014 4.3600 3.6382
H 0.8424 2.6549 3.6061
H -0.8478 0.5115 -0.4713
H -0.9953 1.3930 -1.9882
H -2.0236 1.8196 -0.6325
C 2.3893 -2.8106 -2.1015
C 0.8495 -2.7429 -2.2128
C 0.2807 -4.1294 -2.5189
C 0.5003 -4.5798 -3.9625
C 0.0064 -3.5187 -4.9447
C 0.6112 -2.1395 -4.6877
N 0.4371 -1.7552 -3.2561
O -0.7633 -1.3337 -3.0410
C 2.0972 -2.1290 -5.0891
C -0.0681 -1.1057 -5.5767
C 0.3427 -2.2819 -0.8516
H 2.8390 -1.8369 -2.2967
H 2.6829 -3.1050 -1.0950
H 2.8381 -3.5389 -2.7746
H -0.7941 -4.1275 -2.3125
H 0.7272 -4.8497 -1.8306
H 1.5551 -4.8056 -4.1407
H -0.0400 -5.5120 -4.1357
H 0.2320 -3.8194 -5.9696
H -1.0836 -3.4516 -4.8730
H 2.5699 -1.1907 -4.7968
H 2.1835 -2.2222 -6.1714
H 2.6740 -2.9469 -4.6664
H -1.1481 -1.0984 -5.4483
H 0.1407 -1.3373 -6.6204
H 0.3092 -0.1035 -5.3683
H 0.7000 -1.2764 -0.6213
H 0.7126 -2.9608 -0.0845
H -0.7438 -2.2823 -0.7949
*
```


ORCA calculation (ωB97M-V/def2-TZVPD) on an isolated molecule of C2H4NOP in a non-equilibrium geometry.

Properties
- Gap between HOMO and LUMO: 8.35 eV
- LUMO: -0.0222 hartree
- SMILES string: O=PN1CC1

```
! RIJCOSX wB97M-V def2-TZVPD def2/J DEFGRID3
* xyz 0 1
O -2.5190 -0.8224 -0.4244
P -2.1266 0.5049 -0.0962
N -0.2897 0.4533 0.5873
C 0.5732 -0.6436 0.3888
C 0.7627 0.6870 -0.3917
H 0.1847 -1.6144 0.1142
H 1.3541 -0.6113 1.2436
H 1.5949 1.2496 0.0380
H 0.4658 0.7969 -1.4597
*
```


ORCA calculation (ωB97M-V/def2-TZVPD) on a structure of composition C29H32AsIN2O2PSTi in a non-equilibrium geometry.

Properties
- Gap between HOMO and LUMO (spin up / spin down): 5.62 / 6.94 eV
- LUMO (spin up / spin down): -0.1084 / -0.1178 hartree

```
! RIJCOSX wB97M-V def2-TZVPD def2/J DEFGRID3
* xyz 1 3
Ti -0.8291 1.3359 0.2058
C 2.8202 0.7228 2.8345
C 1.5090 0.9543 2.1448
N 1.3683 1.0543 0.8038
O 0.0969 0.4753 -1.6506
C 0.3064 1.0284 2.8941
C 0.0849 0.6679 4.3255
N -0.6419 1.4697 2.0928
O -1.9474 1.2718 2.0433
H 3.5410 0.2317 2.1810
H 2.6679 0.1013 3.7180
H 3.2730 1.6575 3.1737
H 0.1310 0.8021 -2.5625
H 0.7305 1.2450 4.9888
H 0.2814 -0.3909 4.5087
H -0.9507 0.8717 4.5917
I -0.2775 3.9030 -0.5619
C 2.5529 1.3398 0.0901
C 3.2135 2.5229 0.3431
C 4.4674 2.8076 -0.2116
C 5.0828 1.8876 -1.0117
C 4.4240 0.6828 -1.3394
C 5.0730 -0.2732 -2.1589
C 4.4629 -1.4382 -2.5239
C 3.1323 -1.6586 -2.1392
C 2.4676 -0.7684 -1.3195
P 0.7075 -0.9584 -1.2432
C 0.0015 -1.4515 0.3101
C -1.3846 -1.6135 0.4332
C -1.9090 -2.1438 1.6020
C -1.0623 -2.5631 2.6169
C 0.3163 -2.4394 2.4773
C 0.8543 -1.8733 1.3384
C 0.1201 -2.1340 -2.4521
C -0.3544 -1.7428 -3.7018
C -0.7969 -2.7002 -4.6007
C -0.7589 -4.0441 -4.2585
C -0.2883 -4.4374 -3.0124
C 0.1429 -3.4861 -2.1048
C 3.1190 0.4199 -0.8390
H 2.7379 3.2348 1.0053
H 4.9499 3.7471 0.0211
H 6.0713 2.0655 -1.4142
H 6.0775 -0.0523 -2.4976
H 4.9669 -2.1640 -3.1459
H 2.6216 -2.5286 -2.5300
H -2.0537 -1.3300 -0.3724
H -2.9807 -2.2414 1.7072
H -1.4735 -2.9959 3.5190
H 0.9727 -2.7785 3.2679
H 1.9258 -1.7590 1.2347
H -0.3992 -0.7015 -3.9964
H -1.1725 -2.3925 -5.5665
H -1.1036 -4.7892 -4.9626
H -0.2679 -5.4846 -2.7437
H 0.4875 -3.7949 -1.1245
C -4.9687 0.9074 1.4964
As -4.4122 2.1221 0.1126
C -5.9627 2.5700 -0.9340
C -3.7934 3.7348 0.9513
S -3.0039 1.2108 -1.2044
H -5.8177 1.3278 2.0346
H -4.1225 0.7643 2.1651
H -5.2536 -0.0371 1.0366
H -6.7416 2.9699 -0.2864
H -6.3191 1.6741 -1.4379
H -5.6765 3.3129 -1.6755
H -4.5925 4.1202 1.5849
H -3.5280 4.4598 0.1852
H -2.9153 3.4918 1.5441
*
```


ORCA calculation (ωB97M-V/def2-TZVPD) on an isolated molecule of C25H27N3O3S.

Properties
- Gap between HOMO and LUMO: 7.60 eV
- LUMO: -0.0050 hartree
- SMILES string: O=C(CSC1=NC2(CCCCCC2)N=C1c1ccccc1)Nc1ccc2c(c1)OCCO2

```
! RIJCOSX wB97M-V def2-TZVPD def2/J DEFGRID3
* xyz 0 1
O -2.0794 -3.0687 2.3380
C -1.2808 -2.2259 1.9951
C 0.1456 -2.2217 2.5362
S 1.3780 -2.6512 1.2586
C 1.7777 -1.0887 0.6397
N 1.1050 -0.0267 0.9119
C 1.8347 1.0879 0.3417
C 0.9358 1.8155 -0.6675
C 1.4409 3.1928 -1.0902
C 0.8893 4.3136 -0.2104
C 1.4836 4.3633 1.1944
C 1.3790 3.0539 1.9755
C 2.3553 1.9910 1.4786
N 2.9814 0.5349 -0.3288
C 2.9686 -0.7365 -0.1723
C 3.9901 -1.6206 -0.7028
C 5.2237 -1.0735 -1.0610
C 6.2212 -1.8796 -1.5707
C 5.9999 -3.2385 -1.7353
C 4.7742 -3.7856 -1.3934
C 3.7712 -2.9847 -0.8792
N -1.5033 -1.2090 1.1308
C -2.6716 -0.9298 0.4147
C -2.6122 0.0532 -0.5729
C -3.7388 0.3905 -1.2921
C -4.9460 -0.2534 -1.0535
C -4.9994 -1.2682 -0.0939
C -3.8694 -1.5930 0.6441
O -6.1498 -1.9712 0.1528
C -7.1283 -1.8107 -0.8485
C -7.2609 -0.3353 -1.2243
O -6.0510 0.1364 -1.7721
H 0.4226 -1.2430 2.9270
H 0.2388 -2.9906 3.3020
H -0.0547 1.9104 -0.2208
H 0.8543 1.1618 -1.5400
H 2.5306 3.2029 -1.0900
H 1.1117 3.3742 -2.1158
H 1.0860 5.2719 -0.6974
H -0.1957 4.2019 -0.1393
H 2.5367 4.6476 1.1302
H 0.9682 5.1475 1.7547
H 0.3576 2.6732 1.9508
H 1.6219 3.2649 3.0199
H 3.2681 2.4670 1.1191
H 2.6354 1.3266 2.3002
H 5.3746 -0.0138 -0.9266
H 7.1747 -1.4508 -1.8416
H 6.7809 -3.8696 -2.1329
H 4.5969 -4.8421 -1.5286
H 2.8147 -3.4180 -0.6295
H -0.7081 -0.5894 0.9498
H -1.6777 0.5521 -0.7752
H -3.7085 1.1576 -2.0490
H -3.9406 -2.3726 1.3825
H -8.0603 -2.2015 -0.4376
H -6.8490 -2.3858 -1.7423
H -8.0265 -0.1861 -1.9872
H -7.5169 0.2432 -0.3256
*
```


ORCA calculation (ωB97M-V/def2-TZVPD) on a structure of composition C2H3FFeO in a non-equilibrium geometry.

Properties
- Gap between HOMO and LUMO (spin up / spin down): 9.29 / 8.91 eV
- LUMO (spin up / spin down): -0.6466 / -0.6992 hartree

```
! RIJCOSX wB97M-V def2-TZVPD def2/J DEFGRID3
* xyz 3 6
H 0.2364 -1.6761 0.1896
O 0.8845 -0.7182 0.3207
C -0.2098 0.0939 0.1551
C -0.9543 0.8829 -0.8291
Fe 2.6971 -0.3727 0.1138
H -0.2188 0.7128 1.0782
H -0.6836 -0.6780 -0.7641
F -1.7514 1.7553 -0.2640
*
```


ORCA calculation (ωB97M-V/def2-TZVPD) on a structure of composition C2H15F3HfO6 in a non-equilibrium geometry.

Properties
- Gap between HOMO and LUMO: 7.57 eV
- LUMO: -0.0157 hartree

```
! RIJCOSX wB97M-V def2-TZVPD def2/J DEFGRID3
* xyz 0 1
Hf 7.2216 18.9236 5.7363
F 8.4014 18.3493 7.5664
F 5.6226 17.8937 6.9661
F 7.5798 19.7744 3.6622
C 5.2001 22.6391 6.5194
C 6.6218 22.1669 6.7181
O 6.6992 20.8029 7.0042
H 5.2222 23.7330 6.4910
H 4.6468 22.2965 7.3973
H 4.6874 22.2698 5.6318
H 7.0760 22.7188 7.5517
H 7.2276 22.4629 5.8438
O 7.4700 16.0747 5.9774
H 6.7915 15.5845 6.4595
H 8.1509 15.4272 5.7643
O 4.9655 19.7526 4.9138
H 4.2037 19.6734 5.5049
H 4.7495 20.4568 4.2918
O 9.2565 20.2751 5.7313
H 9.3722 20.7661 4.9025
H 10.0940 20.3432 6.2025
O 9.2078 17.7795 4.8707
H 9.3028 17.0797 4.2160
H 10.0933 17.9361 5.2165
O 6.1434 17.4583 4.2966
H 6.4450 16.9365 3.5468
H 5.2155 17.2244 4.4281
*
```